Entry 1:
DFT (ωB97M-V with the def2-TZVPD basis set) results for a cluster of 2 separate species, C3H10NOS in total at a distorted geometry.

Computed properties:
* expectation value of S²: 0.75
* gap between HOMO and LUMO (spin up / spin down): 9.92 / 6.64 eV
* LUMO (spin up / spin down): 0.90 / -2.37 eV
* max |F|: 0.0322 hartree/bohr
* highest occupied orbital energy (spin up / spin down): -9.0 / -9.0 eV
* 2S+1: 2

Geometry as XYZ:
```
16
Properties=species:S:1:pos:R:3:forces:R:3:lowdin_spin:R:1
C -1.049 0.611 -2.165 0.52 1.03 0.37 0.001
N 0.071 -0.177 -1.673 -0.46 -1.03 1.21 0.010
C 0.177 -0.045 -0.212 0.34 -0.45 -0.71 0.010
C 1.599 -0.366 0.291 -1.13 0.99 -0.29 0.102
S 1.677 0.042 2.030 0.36 -0.30 0.19 0.840
H -1.829 0.698 -1.405 0.10 -0.50 0.11 0.000
H -1.529 0.201 -3.044 0.24 0.06 -0.35 0.000
H -0.737 1.669 -2.274 -0.24 -0.26 -0.57 0.000
H 0.983 -0.011 -2.053 -0.05 0.48 -0.73 0.000
H -0.022 1.007 0.021 -0.22 -0.08 0.60 0.005
H -0.545 -0.726 0.253 -0.01 0.40 0.14 0.000
H 2.241 0.355 -0.213 0.55 -0.37 -0.15 0.009
H 1.889 -1.397 0.089 0.14 0.04 0.09 0.021
H -1.230 -1.248 3.844 -0.12 0.35 0.00 0.000
H -0.479 -0.293 2.949 0.39 0.18 -0.27 0.002
O -1.216 -0.321 3.562 -0.40 -0.53 0.36 0.000
```
Positions in Å, forces in eV/Å.

=====

Entry 2:
DFT (ωB97M-V with the def2-TZVPD basis set) results for a cluster of 2 separate species, C10H16 in total at a distorted geometry.

Computed properties:
* expectation value of S²: 0.77
* gap between HOMO and LUMO (spin up / spin down): 8.97 / 5.16 eV
* LUMO (spin up / spin down): -4.40 / -8.21 eV
* charge: +1
* max |F|: 0.0919 hartree/bohr
* highest occupied orbital energy (spin up / spin down): -13.4 / -13.4 eV
* 2S+1: 2

Geometry as XYZ:
```
26
Properties=species:S:1:pos:R:3:forces:R:3:lowdin_spin:R:1
C 1.505 1.871 -2.294 -2.46 -3.97 0.75 0.000
C 0.141 1.655 -2.967 -2.03 -0.33 0.25 0.000
C 1.956 0.470 -1.782 -0.39 -1.08 0.72 0.000
H 2.153 2.278 -3.033 0.85 0.88 0.44 0.000
H 1.244 2.205 -1.319 0.70 2.43 0.20 0.000
H -0.172 0.523 -3.093 0.88 2.33 -0.38 0.000
H 0.212 2.254 -3.887 -0.90 -0.73 -0.07 0.000
H 2.963 0.311 -2.100 0.69 -0.67 -0.07 0.000
H 1.956 0.469 -0.661 0.22 -0.05 -0.79 0.000
H -0.734 2.071 -2.341 1.30 -0.33 -0.95 0.000
H 1.289 -0.432 -2.054 1.10 1.50 -0.04 0.000
C -1.454 1.186 1.630 -0.62 -0.06 0.93 0.054
C -0.217 -0.676 2.716 2.38 -1.15 2.07 0.051
C -1.187 -0.317 1.784 -0.29 2.41 -0.39 0.254
C 0.422 -1.910 2.566 -2.32 1.07 -1.61 0.097
C -0.193 -2.865 1.684 1.04 -0.19 0.96 0.300
C -1.711 -1.276 0.881 -1.21 1.87 -2.38 0.139
C -1.206 -2.521 0.806 -1.22 -1.69 -1.14 0.046
H 0.175 -0.015 3.542 -0.59 -0.35 -1.39 0.000
H 1.387 -2.171 2.880 0.95 -0.07 1.32 0.004
H -0.582 1.739 2.002 -0.08 -0.11 -0.47 0.007
H -2.218 1.487 2.382 0.15 -0.48 0.00 0.030
H 0.169 -3.884 1.790 -0.08 0.00 -0.37 0.013
H -2.376 -0.833 0.066 0.59 -1.07 1.37 0.003
H -1.630 -3.272 0.083 0.61 0.91 0.85 -0.001
H -1.892 1.651 0.717 0.71 -1.06 0.20 0.002
```
Positions in Å, forces in eV/Å.

=====

Entry 3:
DFT (ωB97M-V with the def2-TZVPD basis set) results for a cluster of 2 separate species, CF3N2OS in total at a distorted geometry.

Computed properties:
* gap between HOMO and LUMO (spin up / spin down): 6.56 / 7.29 eV
* LUMO (spin up / spin down): 3.04 / 3.14 eV
* charge: -1
* max |F|: 0.0584 hartree/bohr
* highest occupied orbital energy (spin up / spin down): -3.5 / -4.2 eV
* 2S+1: 1

Geometry as XYZ:
```
8
Properties=species:S:1:pos:R:3:forces:R:3:mulliken_charge:R:1
C -0.402 -0.905 -0.627 0.55 -0.97 0.39 0.786
N -1.191 0.096 -0.333 -0.22 -0.28 -0.31 -0.737
N 0.294 1.688 1.046 -2.63 -0.04 1.45 0.463
O -0.148 1.429 2.127 1.17 0.13 -0.70 -0.444
F -0.959 -2.093 -1.160 -0.47 0.17 0.21 -0.317
F 0.352 -1.353 0.480 -0.39 0.22 0.00 -0.303
F 0.647 -0.773 -1.580 0.30 0.60 -0.47 -0.334
S 1.406 1.910 0.046 1.70 0.17 -0.57 -0.115
```
Positions in Å, forces in eV/Å.

=====

Entry 4:
DFT (ωB97M-V with the def2-TZVPD basis set) results for the ion C8H16O2 with charge +2 at a distorted geometry.

Computed properties:
* gap between HOMO and LUMO: 9.43 eV
* LUMO: -9.71 eV
* charge: +2
* max |F|: 0.0774 hartree/bohr
* highest occupied orbital energy: -19.1 eV
* 2S+1: 1

Geometry as XYZ:
```
26
Properties=species:S:1:pos:R:3:forces:R:3:mulliken_charge:R:1
C -1.368 -0.514 0.162 1.01 0.97 1.12 0.388
C -0.721 -0.197 1.278 1.03 -0.30 -3.83 0.114
C 0.676 -0.675 -1.197 -0.16 1.22 -0.90 -0.605
C 1.279 0.619 -0.611 -2.06 1.17 -1.11 0.186
C -0.916 0.124 2.619 -1.34 0.54 0.06 -1.230
C 0.417 1.872 -0.957 -0.95 0.82 -1.17 -1.185
C -1.777 -0.941 -2.180 -0.36 -1.24 0.18 -0.776
C 2.066 -0.429 1.446 1.17 0.47 -0.95 -0.789
O -0.839 -0.425 -1.119 -0.10 -0.48 1.09 0.018
O 1.116 0.494 0.801 -1.77 -2.11 1.76 -0.357
H -2.428 -0.697 0.226 -0.18 -0.25 0.11 0.425
H 0.641 -0.944 -2.263 1.40 0.28 0.45 0.468
H 1.077 -1.392 -0.485 -1.21 -1.15 -0.54 0.295
H 2.347 0.722 -0.774 0.08 0.02 -0.48 0.568
H -1.671 0.907 2.485 -0.08 0.28 0.89 0.378
H -0.011 0.605 2.900 0.67 0.37 1.30 0.488
H -1.325 -0.699 3.201 0.53 -0.06 0.40 0.321
H 1.061 2.737 -1.122 0.00 -0.03 0.34 0.429
H -0.394 2.186 -0.186 1.62 -0.88 -1.07 0.306
H -0.130 1.775 -1.957 0.82 -0.10 1.33 0.282
H -1.773 -0.373 -3.122 0.68 -0.13 0.59 0.326
H -1.567 -2.004 -2.182 0.39 -0.11 -0.93 0.446
H -2.758 -0.931 -1.736 -0.36 0.69 0.14 0.340
H 3.019 0.103 1.516 -0.16 0.12 0.04 0.343
H 1.702 -0.594 2.438 -0.17 -0.53 0.39 0.403
H 2.277 -1.327 0.821 -0.50 0.41 0.79 0.419
```
Positions in Å, forces in eV/Å.

=====

Entry 5:
DFT (ωB97M-V with the def2-TZVPD basis set) results for a structure of composition C25H33IN7OSV at a distorted geometry.

Computed properties:
* expectation value of S²: 2.02
* gap between HOMO and LUMO (spin up / spin down): 7.37 / 7.70 eV
* LUMO (spin up / spin down): -5.83 / -5.67 eV
* charge: +2
* max |F|: 0.0407 hartree/bohr
* highest occupied orbital energy (spin up / spin down): -13.2 / -13.4 eV
* 2S+1: 3

Geometry as XYZ:
```
69
Properties=species:S:1:pos:R:3:forces:R:3:lowdin_spin:R:1
V -0.050 -0.030 1.053 0.87 -1.80 -0.60 1.943
O -0.961 -0.959 2.526 -0.38 -0.35 0.48 0.010
C -1.370 -0.164 3.620 -0.18 0.33 0.98 0.004
C -0.768 1.210 3.480 -0.11 0.19 0.48 0.013
C -0.812 2.149 4.504 -0.04 -0.12 -0.29 -0.002
C -0.282 3.411 4.288 -0.01 -0.27 -0.26 0.014
C 0.287 3.692 3.051 -0.03 -0.19 -0.04 -0.001
C 0.330 2.693 2.098 0.27 0.65 -0.13 0.015
N -0.181 1.478 2.307 -0.23 0.88 0.88 0.002
H -1.669 -1.605 2.223 -0.02 -0.42 -0.25 0.003
H -1.030 -0.617 4.566 -0.14 0.08 -0.29 0.000
H -2.468 -0.085 3.655 0.27 -0.09 -0.05 0.000
H -1.269 1.896 5.446 -0.07 -0.07 0.14 0.000
H -0.315 4.159 5.062 0.00 0.09 0.11 0.001
H 0.694 4.664 2.832 0.10 0.10 -0.04 0.000
H 0.791 2.855 1.128 0.01 -0.01 0.09 0.001
I 2.230 -0.810 3.017 0.46 0.21 -0.58 -0.009
C 3.541 -0.091 1.490 0.01 -0.12 0.49 -0.004
C 4.876 -0.004 1.774 -0.33 -0.09 0.22 0.005
C 5.763 0.429 0.780 0.01 0.07 -0.32 -0.004
C 5.292 0.748 -0.463 0.10 -0.03 0.17 0.004
C 3.918 0.663 -0.764 -0.24 -0.18 0.43 -0.002
C 3.439 0.983 -2.051 -0.41 -0.01 -0.13 0.020
C 2.111 0.855 -2.344 0.34 0.03 -0.25 -0.003
C 1.209 0.417 -1.362 0.02 -0.06 0.09 0.015
C 1.597 0.155 -0.060 0.35 -0.08 -0.35 -0.051
C 2.985 0.240 0.237 0.29 0.18 -0.18 -0.001
H 5.257 -0.264 2.749 0.00 -0.05 0.08 0.000
H 6.815 0.492 1.006 0.12 0.03 0.01 0.000
H 5.966 1.067 -1.242 0.13 0.05 -0.08 0.000
H 4.139 1.309 -2.804 0.10 0.06 -0.09 0.001
H 1.744 1.080 -3.335 0.02 0.00 -0.10 -0.001
H 0.182 0.282 -1.677 0.08 0.11 0.01 0.001
C 1.402 -5.400 -0.716 0.09 -0.06 -0.03 0.000
C -0.002 -5.054 -0.422 -0.07 0.02 0.13 0.000
N -1.037 -5.775 -0.694 0.55 -0.77 -0.48 0.000
N -2.106 -5.131 -0.197 0.48 0.93 0.44 0.000
C -1.763 -3.975 0.403 0.23 0.00 -0.14 0.000
S -2.767 -2.887 1.157 -0.72 0.33 0.41 0.002
N -0.401 -3.902 0.243 -0.85 -0.54 -0.13 0.001
N 0.382 -2.836 0.695 0.10 0.23 0.18 0.006
H 1.414 -6.346 -1.249 0.02 0.02 -0.05 0.000
H 1.970 -5.525 0.207 0.02 0.05 0.00 0.000
H 1.881 -4.638 -1.331 0.06 -0.01 -0.04 0.000
H -3.026 -5.541 -0.263 0.05 0.13 0.08 0.000
H 1.277 -2.867 0.202 -0.23 0.05 0.07 0.000
H 0.575 -2.951 1.695 0.01 -0.12 -0.28 0.000
C -1.253 3.358 -1.570 -0.12 -0.08 0.04 0.000
C -2.657 2.779 -1.393 0.26 0.37 0.20 0.001
N -2.733 1.374 -1.790 0.24 -0.30 0.51 -0.001
C -3.372 1.104 -3.072 -0.02 -0.20 -0.59 0.000
C -2.425 1.342 -4.246 -0.19 -0.01 0.12 0.000
C -2.119 0.432 -1.080 -0.72 -0.11 -1.00 0.004
C -2.072 -0.974 -1.598 0.08 0.07 -0.06 0.003
N -1.551 0.681 0.076 -0.62 0.88 0.32 0.004
H -1.229 4.383 -1.212 0.00 0.12 0.04 0.000
H -0.978 3.361 -2.620 0.08 0.02 -0.11 0.000
H -0.503 2.781 -1.031 0.03 0.03 -0.01 0.000
H -3.355 3.336 -2.016 -0.06 -0.09 0.07 0.000
H -3.001 2.898 -0.359 -0.07 -0.03 -0.10 0.000
H -4.231 1.770 -3.161 -0.02 -0.14 0.11 0.000
H -3.746 0.082 -3.087 -0.04 0.07 0.07 0.000
H -2.172 2.394 -4.334 0.06 0.12 -0.04 0.000
H -2.907 1.039 -5.170 -0.04 -0.02 -0.11 0.000
H -1.505 0.772 -4.137 0.10 -0.07 0.01 0.000
H -3.056 -1.427 -1.466 0.03 -0.08 0.05 0.000
H -1.349 -1.555 -1.025 -0.14 0.07 -0.06 0.002
H -1.817 -1.020 -2.653 0.04 0.06 -0.08 0.000
H -1.762 1.616 0.419 0.02 -0.07 -0.14 0.005
```
Positions in Å, forces in eV/Å.